A structure of composition C22H15Co2N2O7, computed with ωB97M-V/def2-TZVPD.

Results
**Net charge**: -1
**Lowest unoccupied orbital energy**: 2.01 eV
**Spin multiplicity**: 1

CARTESIAN COORDINATES (ANGSTROEM)
O (1.509, 3.567, -3.392)
C (0.919, 2.611, -3.113)
Co (-0.123, 1.235, -2.725)
C (-0.393, 1.043, -1.012)
O (-0.667, 0.963, 0.114)
C (-1.670, 1.658, -3.427)
O (-2.726, 1.827, -3.873)
C (-0.130, -0.754, -3.306)
C (-1.426, -1.371, -3.090)
C (-2.010, -1.580, -1.812)
C (-3.380, -1.824, -1.718)
C (-4.158, -1.961, -2.872)
C (-3.560, -1.883, -4.129)
C (-2.192, -1.656, -4.237)
C (0.605, -0.586, -4.530)
C (0.365, -0.135, -5.771)
Co (1.625, -0.996, -3.164)
C (2.340, -2.373, -4.052)
O (2.765, -3.266, -4.652)
C (1.734, -1.448, -1.441)
O (1.909, -1.773, -0.341)
C (2.943, 0.248, -3.296)
O (3.892, 0.907, -3.292)
H (-1.381, -1.532, -0.919)
H (-3.852, -1.904, -0.736)
H (-5.227, -2.146, -2.791)
H (-4.142, -1.996, -5.042)
H (-1.698, -1.632, -5.210)
H (1.197, -0.028, -6.471)
H (-0.639, 0.193, -6.078)
C (0.643, 0.554, 8.556)
C (0.886, 0.176, 7.116)
O (1.132, -0.976, 6.776)
N (0.789, 1.241, 6.229)
C (0.985, 1.188, 4.843)
C (0.821, 2.360, 4.065)
C (1.031, 2.271, 2.681)
N (1.409, 1.130, 2.090)
C (1.535, 0.011, 2.805)
C (1.343, -0.008, 4.198)
H (0.935, 1.586, 8.766)
H (-0.417, 0.418, 8.799)
H (1.213, -0.122, 9.194)
H (0.546, 2.134, 6.644)
H (0.541, 3.309, 4.525)
H (0.900, 3.152, 2.050)
H (1.804, -0.909, 2.283)
H (1.470, -0.925, 4.761)

=====

A cluster of 2 separate species, C2H8NOS in total, computed with ωB97M-V/def2-TZVPD.

Results
**Net charge**: -1
**Lowest unoccupied orbital energy**: 4.06 eV
**Spin multiplicity**: 1

CARTESIAN COORDINATES (ANGSTROEM)
S (0.661, 2.858, 1.433)
H (1.616, 3.790, 1.511)
C (0.031, 0.102, -0.095)
O (1.213, 0.738, -0.503)
C (-0.104, -1.240, -0.759)
N (-1.250, -2.041, -0.303)
H (0.038, -0.028, 1.006)
H (-0.845, 0.742, -0.281)
H (1.235, 1.622, 0.059)
H (-0.240, -1.093, -1.833)
H (0.836, -1.776, -0.601)
H (-1.086, -2.177, 0.693)
H (-2.106, -1.497, -0.326)

=====

The ion CH3N2O6S with charge -1, computed with ωB97M-V/def2-TZVPD.

Results
**Net charge**: -1
**Expectation value of S²**: 2.0116
**Lowest unoccupied orbital energy (alpha / beta)**: 3.88 / 0.93 eV
**Spin multiplicity**: 3

CARTESIAN COORDINATES (ANGSTROEM)
C (-0.498, -0.457, 0.156)
N (1.922, 0.661, 0.255)
N (3.127, 1.124, -0.015)
O (3.360, 2.275, 0.286)
O (2.844, -1.688, 0.911)
O (4.008, 0.448, -0.525)
O (1.908, -1.414, -1.327)
O (0.370, -1.285, 0.732)
O (-0.466, 0.796, 0.606)
S (1.957, -0.998, 0.073)
H (-0.410, -0.464, -0.927)
H (-1.376, -0.973, 0.593)
H (0.415, 1.290, 0.740)

=====

We obtain energy above the lowest of the compared OMol25 structures with the same formula, charge and spin values of 0.0; 27.4; 0.0 kJ/mol for the records listed above, in that order.